The following is a DFT calculation (the ωB97M-V functional and the def2-TZVPD basis) of the ion C4H12NO with charge +1 in a non-equilibrium geometry.

Element x y z (Å)
H1 0.51 1.36 -1.91
H2 0.49 0.76 0.94
H3 -0.77 0.39 2.57
C1 -0.57 0.72 0.58
H4 -0.58 -0.98 -0.43
N1 -0.53 -0.05 -0.73
H5 1.81 -0.99 -0.12
O1 -1.10 -1.44 1.47
C2 0.57 0.35 -1.66
H6 2.77 -0.55 -1.54
H7 2.31 0.68 -0.21
H8 -1.25 -2.00 2.30
H9 -2.34 0.15 1.67
H10 0.53 -0.07 -2.66
C3 1.89 -0.16 -0.91
H11 -1.03 1.67 0.35
C4 -1.29 0.02 1.65
H12 -1.42 0.16 -1.34

The value obtained for the energy above the lowest of the compared OMol25 structures with the same formula, charge and spin is 196.54 kJ/mol. As for the total charge: +1. Its structure (SMILES) is CC[NH2+]CCO. The calculation puts the frontier orbital gap at 11.87 eV.